Arrangement w

ORCA calculation (wB97M-V/def2-TZVPD) on a cluster of 11 separate species, C4H30N2O10 in total.

HOMO ... -7.81 eV
Structure (SMILES) ... N/C=C/CCN.O.O.O.O.O.O.O.O.O.O
Frontier orbital gap ... 7.9 eV

```
! RIJCOSX wB97M-V def2-TZVPD def2/J DEFGRID3
* xyz 0 1
C 1.4473 -3.1325 0.6850
C 0.9732 -1.8200 0.0236
C 0.3249 -1.9535 -1.3461
C -0.1302 -0.8084 -1.8793
N -0.3938 -0.5884 -3.2211
N 2.0101 -4.1192 -0.1928
H 0.6215 -3.5551 1.2843
H 2.1650 -2.8546 1.4728
H 0.3410 -1.3081 0.7463
H 1.9178 -1.2719 -0.1681
H 0.4505 -2.9252 -1.7942
H -0.0915 0.0424 -1.2131
H -0.2955 -1.3217 -3.8979
H -0.5147 0.3800 -3.4567
H 1.4211 -4.8826 -0.4763
H 2.6004 -3.7927 -0.9364
H 2.3206 3.0877 0.7315
H 2.5819 4.0923 -0.3260
O 2.8183 3.1821 -0.1213
H -0.2790 2.9014 -1.4742
H 0.7177 2.4670 -2.5357
O -0.1805 2.8550 -2.4456
H -1.3508 -3.8160 -0.4670
H -2.3057 -2.9217 -1.0288
O -2.2647 -3.5482 -0.2859
H -2.2756 -2.2149 0.9218
H -1.9770 -0.6500 1.0173
O -2.0328 -1.4880 1.5234
H 2.3353 0.6699 -1.9435
H 2.4990 2.1739 -1.5061
O 2.1487 1.5735 -2.2094
H 0.3820 -1.7570 3.0295
H -1.0789 -1.4326 3.0780
O -0.2555 -1.3343 3.6153
H 0.9406 2.4393 2.7942
H 0.5696 3.7643 2.2927
O 1.2285 3.0733 2.1006
H -0.4303 1.7110 4.7965
H -0.3923 0.4617 3.8500
O -0.0822 1.3894 3.9660
H -2.9358 4.0853 -1.3282
H -2.2045 2.9227 -2.1264
O -2.9555 3.1414 -1.5433
H -1.5277 1.4903 0.8139
H -2.6366 1.7033 -0.1162
O -1.9232 1.0585 0.0439
*
```

For reference, the Löwdin charges in units of e are: C -0.311; C -0.218; C -0.154; C -0.233; N 0.076; N -0.005; H 0.110; H 0.103; H 0.078; H 0.107; H 0.084; H 0.094; H 0.090; H 0.070; H 0.062; H 0.070; H 0.018; H 0.057; O -0.066; H 0.034; H -0.005; O -0.090; H 0.036; H 0.059; O -0.050; H 0.011; H 0.020; O -0.080; H 0.045; H 0.016; O -0.073; H 0.029; H 0.025; O -0.071; H 0.020; H 0.065; O -0.069; H 0.048; H 0.018; O -0.066; H 0.056; H 0.020; O -0.065; H 0.054; H 0.038; O -0.058



Arrangement x

ORCA calculation (wB97M-V/def2-TZVPD) on a cluster of 10 separate species, C4H30N2O10 in total.

HOMO ... -8.79 eV
Structure (SMILES) ... NCCNCCO.O.O.O.O.O.O.O.O.O
Frontier orbital gap ... 8.9 eV

```
! RIJCOSX wB97M-V def2-TZVPD def2/J DEFGRID3
* xyz 0 1
N -0.8706 -0.6555 -3.5896
C -0.3559 -1.4372 -2.4711
C -0.4047 -0.7544 -1.0943
N -1.5693 -1.1930 -0.3314
C -1.4813 -2.4422 0.4678
C -2.4772 -2.3638 1.6277
O -2.1614 -3.0352 2.8442
H -0.5429 -1.1955 -4.4290
H -1.8472 -0.5657 -3.7970
H 0.7313 -1.6625 -2.5912
H -0.9814 -2.3458 -2.3190
H 0.4720 -0.7232 -0.4197
H -0.7327 0.2695 -1.2802
H -2.3854 -1.3670 -0.9643
H -1.6810 -3.4112 -0.0368
H -0.4714 -2.3521 0.9381
H -2.6601 -1.2925 1.9158
H -3.4605 -2.8484 1.3325
H -1.7786 -2.3856 3.4516
H -1.9588 2.0577 -4.0887
H -1.1369 1.1564 -3.0769
O -1.8982 1.7878 -3.1671
H 4.6284 -0.0488 -1.1525
H 4.1942 0.7516 0.0164
O 4.1457 0.7632 -0.9549
H 3.0872 -1.4963 3.3693
H 1.9755 -2.1030 4.1336
O 2.8166 -1.6448 4.2852
H -1.2299 1.4143 1.4953
H -0.7224 2.6924 0.8993
O -0.8800 2.2764 1.7689
H 3.7957 -0.3670 2.4733
H 2.8929 0.3356 1.5364
O 3.5553 -0.4012 1.5380
H 0.6810 1.4164 2.1799
H 2.0962 2.0103 2.0946
O 1.6171 1.2457 2.4494
H 3.8647 2.6269 -0.5588
H 2.4969 2.7497 -0.9840
O 3.0554 3.0715 -0.2625
H -4.4395 -0.1811 -2.3800
H -3.1444 0.5627 -2.7005
O -3.4857 -0.2416 -2.2588
H -1.2000 2.7207 -1.4484
H -1.4271 3.7933 -0.3837
O -0.7460 3.2027 -0.7301
*
```

For reference, the Löwdin charges in units of e are: N -0.028; C -0.243; C -0.212; N -0.110; C -0.209; C -0.277; O -0.092; H 0.107; H 0.046; H 0.124; H 0.117; H 0.126; H 0.079; H 0.088; H 0.117; H 0.123; H 0.119; H 0.126; H 0.081; H 0.073; H 0.031; O -0.088; H 0.055; H 0.013; O -0.079; H -0.009; H 0.043; O -0.055; H 0.045; H -0.007; O -0.068; H 0.031; H 0.015; O -0.083; H 0.019; H 0.045; O -0.073; H 0.007; H 0.035; O -0.070; H 0.056; H 0.004; O -0.069; H 0.026; H 0.069; O -0.047



It turns out arrangement w is the most stable, with the second structure 1.620 eV higher.



Arrangement w

ORCA calculation (wB97M-V/def2-TZVPD) on the molecule C4H5ClO2S.

HOMO ... -9.88 eV
Structure (SMILES) ... O=C(S)[C@@]1(O)C[C@@H]1Cl
Frontier orbital gap ... 10.3 eV

```
! RIJCOSX wB97M-V def2-TZVPD def2/J DEFGRID3
* xyz 0 1
C 0.9105 0.6923 -0.8257
C 0.4747 -0.1959 0.3322
C -0.1041 0.2795 1.6313
C -0.9965 -0.3675 0.6031
H 0.7092 2.5934 -2.1824
H 1.7617 -1.2982 -0.4915
H -0.2019 1.3765 1.7975
H 0.2526 -0.3369 2.4688
H -1.7162 0.2572 0.0479
O 1.6931 0.2446 -1.6490
O 1.2462 -1.3446 0.3513
S 0.1347 2.2821 -1.0167
Cl -1.6578 -1.9268 0.8567
*
```

For reference, the Löwdin charges in units of e are: C -0.661; C -0.537; C -0.059; C -0.671; H -0.105; H 0.109; H 0.116; H 0.130; H 0.098; O 0.016; O 0.007; S 0.866; Cl 0.692



Arrangement x

ORCA calculation (wB97M-V/def2-TZVPD) on a cluster of 2 separate species, C4H5ClO2S in total.

HOMO ... -7.96 eV
Frontier orbital gap ... 8.1 eV

```
! RIJCOSX wB97M-V def2-TZVPD def2/J DEFGRID3
* xyz 0 1
C 2.0943 0.2090 -0.7775
C 1.4088 1.0503 0.0192
C -1.8284 0.0244 -0.0964
C -0.6559 0.7414 0.2040
O -1.8229 -0.9794 -0.9890
O -0.8243 1.7000 1.1957
S 1.6784 -1.4105 -1.4955
Cl 2.0426 2.1959 1.0323
H 3.1361 0.5353 -1.0689
H -2.7665 0.2173 0.3049
H 0.6575 -1.6094 -0.6085
H -0.8929 -1.1120 -1.3146
H -0.1277 2.4461 1.1356
*
```

For reference, the Löwdin charges in units of e are: C -0.565; C -0.653; C -0.163; C -0.098; O -0.043; O -0.143; S 0.751; Cl 0.775; H 0.072; H 0.103; H -0.124; H 0.042; H 0.045



It turns out arrangement w is the most stable, with the second structure 4.228 eV higher.



Arrangement w

ORCA calculation (wB97M-V/def2-TZVPD) on the ion C4H6N3 with charge +1.

HOMO (alpha / beta) ... -14.47 / -14.47 eV
Frontier orbital gap (alpha / beta) ... 8.5 / 8.5 eV

```
! RIJCOSX wB97M-V def2-TZVPD def2/J DEFGRID3
* xyz 1 1
C 1.1296 1.3790 0.1290
C -0.7644 -0.8490 0.5758
C 0.3238 -1.6253 -0.2004
C -1.0301 0.3200 -0.2518
N 1.9404 0.4822 0.3685
N 1.4782 -1.2806 -0.3902
N -0.2002 1.3109 -0.3814
H 1.4641 2.4045 0.3125
H -1.6589 -1.4481 0.7325
H -0.2843 -0.5900 1.5276
H 0.0172 -2.5743 -0.6350
H -1.9440 0.3580 -0.8375
H -0.4713 2.1127 -0.9497
*
```

For reference, the Löwdin charges in units of e are: C -0.229; C -0.085; C -0.200; C 0.024; N 0.212; N 0.217; N 0.141; H 0.143; H 0.134; H 0.148; H 0.142; H 0.167; H 0.185



Arrangement x

ORCA calculation (wB97M-V/def2-TZVPD) on a cluster of 2 separate species, C4H6N3 in total.

HOMO (alpha / beta) ... -15.04 / -15.04 eV
Frontier orbital gap (alpha / beta) ... 7.9 / 7.9 eV

```
! RIJCOSX wB97M-V def2-TZVPD def2/J DEFGRID3
* xyz 1 1
C 0.6912 -1.9673 -0.6175
C 0.7425 -0.6440 0.1587
C -1.5312 2.1414 -0.0886
C 1.5001 -0.4278 1.2206
N -0.3080 -1.8929 -1.4175
N -0.8823 -0.6719 -1.2601
N -0.3589 0.0362 -0.4268
H 1.3442 -2.7352 -0.5649
H -2.1898 1.5525 0.4890
H -1.9851 2.3047 -1.0769
H 2.2836 -1.1965 1.5714
H -0.9440 2.9856 0.1487
H 1.6375 0.5152 1.8639
*
```

For reference, the Löwdin charges in units of e are: C 0.008; C -0.264; C 0.411; C 0.168; N 0.081; N 0.026; N 0.047; H 0.095; H 0.046; H 0.078; H 0.128; H 0.056; H 0.120



Arrangement y

ORCA calculation (wB97M-V/def2-TZVPD) on the ion C4H6N3 with charge +1.

HOMO (alpha / beta) ... -14.25 / -14.25 eV
Structure (SMILES) ... C1=NN=C[NH+]=CC1
Frontier orbital gap (alpha / beta) ... 8.5 / 8.5 eV

```
! RIJCOSX wB97M-V def2-TZVPD def2/J DEFGRID3
* xyz 1 1
C 1.3917 -0.9999 -1.0387
C -0.7055 -0.0225 0.9400
C -1.3796 -1.1151 0.0604
C 0.0870 0.7086 0.0004
N 0.6268 -1.9662 -0.7368
N -0.6748 -1.8553 -0.6397
N 1.0168 0.2873 -0.8730
H 2.4130 -1.1454 -1.5578
H -1.4086 0.6334 1.4239
H -0.0259 -0.7134 1.5761
H -2.4570 -1.2606 -0.2226
H -0.3300 1.6999 0.0068
H 1.3363 0.9745 -1.6693
*
```

For reference, the Löwdin charges in units of e are: C -0.156; C -0.083; C -0.066; C 0.013; N 0.085; N 0.045; N 0.117; H 0.178; H 0.127; H 0.186; H 0.162; H 0.151; H 0.240



Arrangement z

ORCA calculation (wB97M-V/def2-TZVPD) on a cluster of 2 separate species, C4H6N3 in total.

HOMO (alpha / beta) ... -15.30 / -15.30 eV
Frontier orbital gap (alpha / beta) ... 10.1 / 10.1 eV

```
! RIJCOSX wB97M-V def2-TZVPD def2/J DEFGRID3
* xyz 1 1
C -1.3503 0.1215 1.6794
C 2.2326 1.0191 -0.0246
C 0.4423 -0.6669 -2.7355
C -0.6381 -0.4504 -0.6483
N -1.2542 -0.2890 0.3493
N 1.5067 0.2641 -0.4807
N -0.4644 -0.8440 -1.8499
H -2.2288 0.8065 1.6428
H -1.7601 -0.7934 2.2078
H 3.0612 1.5327 0.4871
H -0.5353 0.6208 2.2013
H 1.3861 -0.2527 -2.3609
H 0.2633 -1.2316 -3.6137
*
```

For reference, the Löwdin charges in units of e are: C -0.049; C 0.086; C 0.145; C -0.139; N 0.139; N 0.074; N 0.104; H 0.119; H 0.132; H 0.113; H 0.098; H 0.074; H 0.103



It turns out arrangement z is the most stable, with the second structure 0.249 eV higher.



Arrangement w

ORCA calculation (wB97M-V/def2-TZVPD) on a cluster of 2 separate species, C4H6N3 in total.

HOMO ... -13.12 eV
Frontier orbital gap ... 8.8 eV

```
! RIJCOSX wB97M-V def2-TZVPD def2/J DEFGRID3
* xyz 1 1
C 0.9166 0.8872 0.4711
C -1.6217 -1.1004 0.1967
C -0.2201 1.4255 -0.0687
C 2.5700 -0.4306 -0.8003
N 1.7720 0.1748 -0.2260
N -1.2000 -2.2096 0.2448
N -1.7428 0.1010 0.0039
H 1.1261 0.9188 1.5306
H -0.7773 2.1188 0.5375
H -0.3194 1.5138 -1.1390
H 3.2978 -0.9901 -1.3202
H -1.2252 -2.9618 0.8990
H -2.5759 0.5528 -0.3291
*
```

For reference, the Löwdin charges in units of e are: C -0.186; C -0.288; C 0.045; C 0.306; N 0.071; N 0.244; N 0.121; H 0.137; H 0.102; H 0.106; H 0.117; H 0.099; H 0.124



Arrangement x

ORCA calculation (wB97M-V/def2-TZVPD) on the ion C4H6N3 with charge +1.

HOMO ... -18.01 eV
Structure (SMILES) ... C[N+](C)(C#N)C#N
Frontier orbital gap ... 13.6 eV

```
! RIJCOSX wB97M-V def2-TZVPD def2/J DEFGRID3
* xyz 1 1
C -0.3984 -1.3882 1.5154
C -1.4545 -1.3854 -0.4832
C 0.8567 -0.8679 -0.3048
C -1.0103 0.7416 0.4090
N -0.2341 -1.9703 2.4792
N -2.2130 -1.9124 -1.1540
N -0.5372 -0.7084 0.2319
H 1.3707 -0.4601 -1.1751
H 1.4841 -0.2658 0.4373
H 1.2100 -1.9031 -0.4058
H -1.5356 0.9032 -0.5346
H -1.4662 0.8938 1.4834
H -0.1085 1.3288 0.4388
*
```

For reference, the Löwdin charges in units of e are: C -0.160; C -0.224; C 0.035; C 0.111; N 0.306; N 0.321; N -0.221; H 0.131; H 0.150; H 0.139; H 0.128; H 0.180; H 0.103



It turns out arrangement w is the most stable, with the second structure 2.005 eV higher.